A structure of composition C57H59CsN10O3P3SSi, computed with ωB97M-V/def2-TZVPD.

## Properties
strongest force on any atom = 0.50 eV/A
energy relative to the best compared isomer or geometry (same formula, charge and spin) = 0.0 kcal per mole
lowest unoccupied orbital energy = 1.7 eV
total energy = -128241.3891 eV
HOMO-LUMO gap = 5.219 eV

```
! RIJCOSX wB97M-V def2-TZVPD def2/J DEFGRID3
* xyz -1 1
Cs -1.33 -0.74 -0.18
C -5.02 2.55 1.44
Si -3.21 1.92 1.52
C -3.05 1.43 3.39
C -4.15 1.40 4.25
C -4.05 1.01 5.58
C -2.82 0.63 6.10
C -1.70 0.65 5.28
C -1.81 1.04 3.95
P -0.35 1.02 2.83
C 0.72 -0.27 3.61
C 0.38 -1.59 3.30
C 1.16 -2.64 3.74
C 2.30 -2.39 4.49
C 2.65 -1.09 4.80
C 1.86 -0.03 4.36
C 0.56 2.56 3.24
C 0.21 3.43 4.26
C 0.93 4.60 4.47
C 2.03 4.89 3.68
C 2.40 4.02 2.66
C 1.66 2.87 2.43
C -2.38 3.68 1.66
C -2.65 4.56 2.72
C -2.14 5.85 2.76
C -1.35 6.31 1.71
C -1.06 5.47 0.65
C -1.56 4.16 0.63
P -1.18 2.97 -0.71
C -2.65 3.04 -1.80
C -3.48 4.15 -1.83
C -4.59 4.18 -2.66
C -4.88 3.10 -3.47
C -4.06 1.98 -3.45
C -2.95 1.95 -2.62
C 0.08 3.87 -1.71
C 0.00 3.99 -3.10
C 1.11 4.39 -3.84
C 2.31 4.68 -3.21
C 2.39 4.60 -1.83
C 1.29 4.19 -1.09
H -5.27 3.28 2.21
H -5.74 1.72 1.51
H -5.19 3.02 0.47
H -5.13 1.69 3.87
H -4.94 0.99 6.20
H -2.73 0.32 7.14
H -0.74 0.35 5.69
H -0.49 -1.82 2.69
H 0.88 -3.66 3.47
H 2.92 -3.22 4.83
H 3.54 -0.88 5.38
H 2.15 0.99 4.60
H -0.65 3.21 4.88
H 0.64 5.28 5.26
H 2.60 5.80 3.85
H 3.25 4.25 2.03
H 1.94 2.20 1.63
H -3.27 4.21 3.54
H -2.36 6.50 3.60
H -0.96 7.32 1.73
H -0.45 5.84 -0.16
H -3.27 5.00 -1.18
H -5.24 5.05 -2.66
H -5.75 3.11 -4.12
H -4.28 1.13 -4.08
H -2.32 1.06 -2.62
H -0.92 3.75 -3.61
H 1.03 4.46 -4.92
H 3.17 5.00 -3.80
H 3.32 4.85 -1.32
H 1.38 4.10 -0.01
N 1.05 -9.00 -2.28
C 0.37 -7.91 -1.70
C 0.92 -6.63 -1.75
C 0.26 -5.58 -1.14
C -0.94 -5.78 -0.48
C -1.50 -7.05 -0.44
C -0.84 -8.11 -1.05
S -1.77 -4.41 0.27
O -0.81 -3.81 1.19
O -2.99 -4.94 0.86
N -1.98 -3.34 -0.86
C -2.87 -3.46 -1.88
N -3.04 -2.30 -2.57
C -3.84 -2.34 -3.61
C -4.50 -3.50 -4.02
C -4.26 -4.62 -3.24
N -3.46 -4.62 -2.19
H 1.66 -8.73 -3.04
H 0.45 -9.76 -2.55
H 1.86 -6.47 -2.26
H 0.67 -4.57 -1.19
H -2.45 -7.18 0.05
H -1.28 -9.10 -1.02
H -3.95 -1.41 -4.17
H -5.14 -3.52 -4.88
H -4.74 -5.56 -3.48
C 3.56 0.67 -4.05
N 2.14 0.42 -4.14
C 1.56 -0.51 -5.09
C 0.16 -0.73 -4.50
O -0.72 -1.32 -5.07
N 0.09 -0.07 -3.29
C 1.25 0.52 -3.12
N 1.57 1.16 -1.97
H 3.95 0.94 -5.03
H 4.11 -0.21 -3.68
H 3.76 1.50 -3.38
H 2.11 -1.46 -5.11
H 1.51 -0.10 -6.10
H 0.77 1.36 -1.39
H 2.21 1.94 -2.04
C 4.84 -3.42 -0.54
N 4.52 -2.24 -1.33
C 4.98 -1.06 -0.60
N 4.47 -0.95 0.76
C 4.79 -2.19 1.48
N 4.31 -3.40 0.82
C 2.84 -3.47 0.83
P 2.01 -2.06 -0.05
C 3.07 -2.15 -1.58
C 3.02 -0.72 0.77
H 5.93 -3.50 -0.48
H 4.45 -4.31 -1.05
H 4.70 -0.16 -1.15
H 6.07 -1.11 -0.54
H 4.36 -2.13 2.48
H 5.88 -2.26 1.57
H 2.49 -3.49 1.86
H 2.53 -4.41 0.37
H 2.87 -1.27 -2.20
H 2.76 -3.02 -2.17
H 2.68 -0.61 1.80
H 2.81 0.23 0.26
*
```

Mulliken population analysis, charges in e, atoms 1 to 4: 1.645 -1.561 0.693 -0.211


A cluster of 11 separate species, C57H63F3N10O3P in total, computed with ωB97M-V/def2-TZVPD.

## Properties
strongest force on any atom = 0.36 eV/A
energy relative to the best compared isomer or geometry (same formula, charge and spin) = 0.0 kcal per mole
lowest unoccupied orbital energy = 1.6 eV
total energy = -98612.9540 eV
HOMO-LUMO gap = 5.732 eV

```
! RIJCOSX wB97M-V def2-TZVPD def2/J DEFGRID3
* xyz -1 1
O 2.38 -4.91 3.00
C 1.81 -3.84 2.91
C 0.59 -3.46 3.69
P 0.00 -1.64 3.47
C -0.57 -1.90 1.64
C -2.00 -1.46 1.31
C -3.05 -2.59 1.24
C -3.34 -3.08 2.62
O -4.09 -2.54 3.38
O -2.61 -4.17 2.98
C -0.43 0.29 3.40
F -0.40 0.89 2.16
F 0.47 1.01 4.13
F -1.65 0.64 3.92
H 2.21 -3.08 2.22
H -0.19 -4.20 3.46
H 0.86 -3.58 4.75
H 1.35 -1.24 3.04
H 0.35 -1.36 4.86
H -1.38 -1.96 3.91
H -0.46 -2.97 1.43
H 0.12 -1.39 0.97
H -2.01 -0.99 0.33
H -2.39 -0.72 2.01
H -2.74 -3.38 0.56
H -3.99 -2.17 0.87
H -2.37 -4.04 3.91
N -3.88 0.87 -0.13
C -4.59 1.58 0.74
C -5.05 2.86 0.49
C -4.74 3.45 -0.73
C -3.98 2.73 -1.64
C -3.57 1.45 -1.29
H -4.80 1.09 1.69
H -5.63 3.39 1.23
H -5.08 4.45 -0.96
H -3.70 3.15 -2.60
H -2.97 0.86 -1.97
N 2.31 -2.68 -0.30
C 3.05 -3.68 -0.78
C 3.94 -3.53 -1.83
C 4.08 -2.28 -2.41
C 3.32 -1.24 -1.91
C 2.46 -1.48 -0.86
H 2.92 -4.64 -0.29
H 4.52 -4.38 -2.17
H 4.78 -2.12 -3.22
H 3.40 -0.24 -2.33
H 1.85 -0.69 -0.44
N 6.83 -0.86 -3.97
C 7.87 -0.66 -3.17
C 8.51 0.57 -3.04
C 8.03 1.64 -3.78
C 6.95 1.45 -4.62
C 6.38 0.18 -4.67
H 8.21 -1.52 -2.61
H 9.35 0.67 -2.37
H 8.50 2.61 -3.70
H 6.54 2.25 -5.21
H 5.53 -0.01 -5.31
N -6.15 -0.52 6.55
C -5.06 -1.16 6.12
C -3.82 -1.06 6.75
C -3.71 -0.26 7.87
C -4.84 0.41 8.33
C -6.02 0.24 7.64
H -5.15 -1.77 5.23
H -2.97 -1.58 6.34
H -2.76 -0.15 8.38
H -4.80 1.05 9.19
H -6.92 0.76 7.96
N -6.40 -1.99 -2.80
C -7.62 -2.52 -2.83
C -8.65 -2.14 -1.99
C -8.41 -1.13 -1.07
C -7.15 -0.56 -1.02
C -6.18 -1.02 -1.91
H -7.78 -3.31 -3.57
H -9.62 -2.62 -2.06
H -9.19 -0.81 -0.39
H -6.91 0.22 -0.32
H -5.18 -0.60 -1.89
N -6.01 3.55 9.97
C -6.68 3.65 11.11
C -6.24 4.41 12.19
C -5.04 5.09 12.07
C -4.33 4.98 10.88
C -4.86 4.20 9.87
H -7.62 3.11 11.17
H -6.83 4.46 13.10
H -4.66 5.69 12.89
H -3.39 5.49 10.75
H -4.33 4.08 8.93
N -9.58 5.12 8.00
C -8.44 5.50 8.58
C -7.96 6.81 8.54
C -8.70 7.77 7.87
C -9.89 7.38 7.27
C -10.28 6.06 7.36
H -7.87 4.73 9.09
H -7.03 7.06 9.03
H -8.36 8.80 7.82
H -10.50 8.10 6.73
H -11.20 5.72 6.90
N 8.67 -4.21 -6.44
C 9.70 -5.00 -6.71
C 10.81 -5.13 -5.88
C 10.84 -4.39 -4.71
C 9.78 -3.55 -4.42
C 8.71 -3.49 -5.31
H 9.64 -5.57 -7.63
H 11.62 -5.79 -6.15
H 11.69 -4.46 -4.04
H 9.77 -2.96 -3.52
H 7.86 -2.85 -5.12
N 9.36 -3.98 -10.95
C 8.48 -3.83 -9.97
C 7.15 -3.49 -10.17
C 6.71 -3.29 -11.47
C 7.62 -3.44 -12.51
C 8.93 -3.79 -12.20
H 8.84 -3.99 -8.96
H 6.49 -3.39 -9.33
H 5.69 -3.02 -11.67
H 7.33 -3.30 -13.54
H 9.66 -3.92 -12.98
N 5.45 3.39 -7.21
C 5.93 2.76 -8.28
C 5.34 2.80 -9.53
C 4.18 3.53 -9.68
C 3.66 4.20 -8.58
C 4.33 4.10 -7.37
H 6.84 2.19 -8.12
H 5.78 2.26 -10.36
H 3.68 3.59 -10.65
H 2.75 4.78 -8.66
H 3.95 4.60 -6.49
*
```

Mulliken population analysis, charges in e, atoms 1 to 4: -0.583 0.230 -0.769 0.724